[1]
The following is a quantum chemistry calculation of the molecule C4H6N2O, from OMol25.

Atoms and positions in Å:
C (0.546, -0.810, -1.541)
C (-0.235, -0.381, -0.308)
N (-1.685, -0.319, -0.654)
O (-2.296, 0.444, 0.051)
C (0.146, -0.805, 1.072)
C (0.184, 0.473, 0.841)
N (0.481, 1.745, 1.240)
H (0.347, -0.169, -2.405)
H (1.621, -0.818, -1.343)
H (0.247, -1.829, -1.815)
H (0.356, -1.664, 1.686)
H (0.586, 1.831, 2.243)
H (-0.133, 2.456, 0.867)

Output
HOMO-LUMO gap = 0.3214 Eh
energy above the lowest of the compared OMol25 structures with the same formula, charge and spin = 114.9 kcal per mole
SMILES string = C[C@@]1(N=O)C=C1N
LUMO level = 0.3117 eV
electronic energy = -9268.520 eV

=====

[2]
The following is a quantum chemistry calculation of a cluster of 2 separate species, C3H5NOS in total in a non-equilibrium geometry, from OMol25.

Atoms and positions in Å:
C (-0.443, -0.129, 0.806)
C (0.372, -2.358, 0.331)
C (-0.995, 0.743, -0.293)
N (0.122, -1.209, 0.537)
O (1.040, 2.405, -0.205)
S (0.449, 1.662, -1.271)
H (-0.029, 0.365, 1.727)
H (1.306, -2.947, 0.245)
H (-1.680, 0.181, -0.864)
H (-1.588, 1.408, 0.359)
H (1.445, -0.122, -1.373)

Output
HOMO-LUMO gap (spin up / spin down) = 0.2655 / 0.2655 Eh
energy above the lowest of the compared OMol25 structures with the same formula, charge and spin = 161.2 kcal per mole
LUMO level (spin up / spin down) = -0.5797 / -0.5788 eV
electronic energy = -17558.278 eV